No. 1
A 2-piece molecular cluster, C8H6 overall in a non-equilibrium geometry, computed with ωB97M-V/def2-TZVPD.

The total energy comes out at -8385.1771 eV. The highest occupied orbital energy (alpha / beta) is -9.29 / -9.13 eV. The calculation puts the frontier orbital gap (alpha / beta) at 8.78 / 8.61 eV. For the energy relative to the best compared isomer or geometry (same formula, charge and spin), the calculation gives 4.0575 eV. The molar mass is 102.136 g mol⁻¹.

Atoms and positions in Å:
C  0.6931  0.9530  0.7441
C  0.5883  -0.1390  -1.3837
C  -0.0992  2.0932  0.2163
C  -0.1774  1.0032  -1.8895
C  -0.7464  -2.0376  1.1781
C  -0.4446  -2.9272  1.9043
C  0.9767  -0.0430  -0.1034
C  -0.4560  2.0171  -1.0736
H  1.0580  1.1624  1.8267
H  0.7311  -0.7648  -2.3396
H  -0.4287  2.8451  0.9052
H  -0.6300  0.9360  -2.8963
H  -1.0950  -1.4519  0.4136
H  0.0300  -3.6464  2.4979

Atomic forces in eV per Å
-0.435 3.182 1.837
-1.134 1.158 -3.778
0.972 -1.702 1.190
-0.151 -1.628 -1.030
-0.246 -0.766 0.247
0.596 -0.170 0.339
0.885 -0.887 0.075
-0.475 0.781 0.359
-0.633 -1.045 -2.032
0.383 -0.020 2.525
0.153 0.367 0.203
0.644 -0.001 0.528
-0.620 1.279 -1.039
0.061 -0.546 0.577

=====

No. 2
C8H6 as an isolated structure in a non-equilibrium geometry, computed with ωB97M-V/def2-TZVPD.

The total energy comes out at -8381.4212 eV. The highest occupied orbital energy (alpha / beta) is -5.63 / -10.05 eV. The multiplicity is 3. The calculation puts the frontier orbital gap (alpha / beta) at 6.48 / 7.58 eV. For the energy relative to the best compared isomer or geometry (same formula, charge and spin), the calculation gives 4.2032 eV. The molar mass is 102.136 g mol⁻¹.

Atoms and positions in Å:
C  0.4251  2.8193  0.4198
C  -0.4935  2.1551  -0.1233
C  1.0438  -1.9535  -1.7300
C  0.4769  -1.6553  -0.7194
C  0.4835  1.1720  1.0829
C  -0.2942  -1.2933  0.4976
C  -1.1967  0.9674  -0.5014
C  -0.5320  0.2355  0.4015
H  1.5038  -2.1263  -2.7056
H  1.5052  1.2312  0.7243
H  0.0189  1.2528  2.0656
H  -1.1944  -1.9801  0.4335
H  0.1842  -1.6496  1.3821
H  -1.9308  0.8246  -1.2274

Atomic forces in eV per Å
1.490 2.224 1.234
-3.485 -3.365 -2.728
0.521 0.081 -1.423
-0.075 -0.241 0.791
-1.806 0.704 -0.725
-1.053 0.153 -2.176
-1.078 6.498 -3.173
3.638 -6.627 5.299
-0.357 0.056 1.028
0.365 -1.279 1.194
1.747 0.339 0.577
0.337 1.291 0.095
0.701 0.347 0.750
-0.943 -0.179 -0.743

=====

No. 3
C8H6BiN2O4 as an isolated structure in a non-equilibrium geometry, computed with ωB97M-V/def2-TZVPD.

The total energy comes out at -25355.0795 eV. The highest occupied orbital energy (alpha / beta) is -20.31 / -20.06 eV. The calculation puts the frontier orbital gap (alpha / beta) at 6.07 / 5.82 eV. For the energy relative to the best compared isomer or geometry (same formula, charge and spin), the calculation gives 11.3310 eV. The charge is +3. The molar mass is 403.126 g mol⁻¹.

Atoms and positions in Å:
Bi  1.1627  1.2192  -0.4546
O  3.0623  -1.0957  -0.6570
C  2.3907  -0.2420  -0.6005
C  -0.1319  1.5272  -1.8724
O  -0.8871  1.6616  -2.6187
C  1.4013  2.5479  0.9059
O  1.5133  3.2766  1.6991
C  2.4774  2.3035  -1.6026
O  3.1562  2.8578  -2.1860
C  0.1392  -2.4907  0.3692
C  -0.7357  -1.3330  0.4857
N  -0.5096  -0.0470  0.2226
C  -1.6677  0.6559  0.5116
C  -2.6025  -0.2285  0.9515
N  -2.0097  -1.4917  0.9359
H  0.2695  -2.9584  1.3606
H  -0.3086  -3.2266  -0.3199
H  1.1329  -2.2401  -0.0177
H  -1.7896  1.7060  0.4069
H  -3.5889  -0.0427  1.2591
H  -2.4742  -2.3591  1.2214

Atomic forces in eV per Å
-4.119 -6.399 4.129
4.668 -5.260 0.622
-0.053 0.097 -2.321
-0.493 -0.541 -3.555
-5.550 1.424 -4.385
2.930 5.344 4.247
-0.414 3.507 4.405
-1.772 -1.992 1.690
6.107 5.132 -5.277
0.908 -0.780 -0.199
-1.615 -1.311 0.772
-0.464 -1.023 0.085
-1.178 -0.772 0.479
1.366 -0.350 -0.443
0.651 1.968 -0.473
-0.019 0.057 -0.401
0.202 0.147 0.291
-0.415 -0.253 0.166
0.009 0.737 -0.049
-1.095 0.046 0.373
0.345 0.223 -0.155

=====

No. 4
C8H6Br2Cl3NO2Y as an isolated structure, computed with ωB97M-V/def2-TZVPD.

The total energy comes out at -192672.2585 eV. The highest occupied orbital energy is -13.76 eV. The calculation puts the frontier orbital gap at 9.61 eV. For the energy relative to the best compared isomer or geometry (same formula, charge and spin), the calculation gives 0.0000 eV. The charge is +1. The molar mass is 503.214 g mol⁻¹.

Atoms and positions in Å:
Y  -0.9643  -1.5635  -0.4029
C  -1.0926  4.3062  0.3319
C  -0.2577  3.0639  0.2424
C  1.1257  3.0839  0.4047
C  1.8716  1.9149  0.3404
C  1.1765  0.7521  0.1088
Br  2.0315  -0.9435  -0.0177
N  -0.1408  0.6892  -0.0568
C  -0.8474  1.8322  0.0071
H  -0.5747  5.1579  -0.1057
H  -1.3031  4.5456  1.3753
H  -2.0426  4.1785  -0.1834
H  1.6356  4.0227  0.5819
H  2.9445  1.9144  0.4620
H  -1.9149  1.7326  -0.1439
Br  -3.3739  -0.7844  -0.8598
Cl  2.1932  -5.1078  -0.0855
C  0.4470  -5.4147  -0.2823
Cl  -0.1776  -6.3095  1.0859
Cl  0.1334  -6.2579  -1.7861
C  -0.1500  -4.0005  -0.3279
O  -0.1853  -3.3718  -1.4278
O  -0.5344  -3.4405  0.7393

Atomic forces in eV per Å
0.042 0.053 0.053
0.019 0.009 -0.010
-0.028 0.016 0.000
0.023 -0.024 0.010
-0.007 -0.019 -0.009
-0.056 0.039 -0.005
0.073 -0.031 0.004
0.026 0.003 0.029
0.044 -0.016 -0.006
0.006 -0.001 -0.005
-0.003 0.002 0.000
-0.008 0.008 0.013
-0.020 0.019 0.000
0.003 -0.015 -0.001
0.000 0.007 0.003
-0.108 -0.028 -0.012
0.019 0.001 0.003
-0.008 0.001 -0.016
0.003 0.001 -0.007
0.009 0.007 0.023
0.013 0.067 -0.018
0.022 -0.110 -0.108
-0.065 0.011 0.057

=====

No. 5
C8H6BrNO2 in the gas phase in a non-equilibrium geometry, computed with ωB97M-V/def2-TZVPD.

The total energy comes out at -84016.6934 eV. The highest occupied orbital energy is -9.35 eV. As for the SMILES: O=[N+]([O-])/C(Br)=C\c1ccccc1. The calculation puts the frontier orbital gap at 8.05 eV. For the energy relative to the best compared isomer or geometry (same formula, charge and spin), the calculation gives 3.2848 eV. The molar mass is 228.045 g mol⁻¹.

Atoms and positions in Å:
O  1.7208  -2.4927  2.6831
N  1.4625  -1.8125  1.6842
O  1.9536  -0.6811  1.4820
C  0.6558  -2.4202  0.6928
Br  0.3585  -4.3067  0.6503
C  -0.0831  -1.6906  -0.2586
C  -0.3142  -0.1908  -0.3478
C  -0.2505  0.3816  -1.6275
C  -0.4269  1.7728  -1.8039
C  -0.5611  2.5861  -0.6704
C  -0.6794  2.0157  0.5972
C  -0.5259  0.6347  0.7613
H  -0.6437  -2.2494  -0.9739
H  -0.1536  -0.2868  -2.4970
H  -0.3792  2.2319  -2.8092
H  -0.6496  3.6629  -0.7718
H  -0.9482  2.6249  1.4573
H  -0.5357  0.2202  1.7517

Atomic forces in eV per Å
-0.515 0.758 -1.030
2.400 0.709 1.786
-1.191 -1.874 0.049
-3.256 1.176 -3.749
0.563 0.647 0.409
1.586 0.487 2.912
0.928 -0.589 -0.213
-0.811 0.385 -0.288
0.714 -0.348 0.212
-0.460 -0.348 -0.257
-0.049 -0.659 -0.158
0.027 0.471 -0.468
-0.114 -0.525 -0.329
0.080 0.462 0.400
-0.047 -0.435 0.719
-0.029 -0.115 -0.089
0.342 -0.041 -0.146
-0.168 -0.162 0.240

=====

No. 6
C8H6ClN in the gas phase in a non-equilibrium geometry, computed with ωB97M-V/def2-TZVPD.

The total energy comes out at -22402.9180 eV. The highest occupied orbital energy is -7.70 eV. As for the SMILES: Clc1ccc2cc[nH]c2c1. The calculation puts the frontier orbital gap at 8.33 eV. For the energy relative to the best compared isomer or geometry (same formula, charge and spin), the calculation gives 1.4983 eV. The molar mass is 151.596 g mol⁻¹.

Atoms and positions in Å:
Cl  -3.7761  -0.5088  0.0488
C  -2.1734  -0.1607  -0.1507
C  -1.8187  1.1840  -0.0162
C  -0.5566  1.6774  -0.2072
C  0.4338  0.6815  -0.3726
C  1.8698  0.7613  -0.0075
C  2.3993  -0.5552  0.1541
N  1.3089  -1.4682  -0.0611
C  0.1598  -0.8448  -0.3697
C  -1.1357  -1.2754  -0.1954
H  -2.5570  1.9199  0.4116
H  -0.3338  2.6689  -0.2018
H  2.5482  1.6221  0.6469
H  3.5005  -1.0763  0.5380
H  1.6074  -2.3987  -0.0710
H  -1.4763  -2.2268  -0.1462

Atomic forces in eV per Å
-2.228 -0.957 0.225
4.647 -1.650 0.540
-1.538 1.093 0.442
0.773 -4.748 -0.551
1.924 -2.066 1.384
2.851 -0.327 2.425
-0.532 0.058 0.312
3.466 1.814 0.116
-0.641 3.822 0.989
-2.262 5.936 -1.136
0.355 -1.010 -1.052
0.686 2.620 0.386
-2.412 -2.106 -2.725
-3.617 2.061 -1.302
-0.668 -1.661 -0.237
-0.804 -2.880 0.185